(1)
Computed, not measured: a single C4H4OS3 molecule in a non-equilibrium geometry, with ωB97M-V/def2-TZVPD.

Each atom is followed by the atoms it is bonded to, with distances in Å.
Geometry (Å):
1 C 2.267 -0.844 0.111  C2 1.515, H5 1.098, S10 1.657
2 C 1.035 -0.046 0.484  C1 1.515, H6 1.105, H7 1.119, S11 1.791
3 C -1.802 -0.278 -0.310  C4 1.506, S11 1.733, S12 1.621
4 C -1.976 1.218 -0.323  C3 1.506, H8 1.100, O9 1.213
5 H 2.149 -1.922 0.282  C1 1.098
6 H 1.174 0.990 0.124  C2 1.105
7 H 0.818 -0.086 1.581  C2 1.119
8 H -3.025 1.545 -0.269  C4 1.100
9 O -1.050 2.001 -0.370  C4 1.213
10 S 3.679 -0.312 -0.571  C1 1.657
11 S -0.212 -0.958 -0.422  C2 1.791, C3 1.733
12 S -3.055 -1.307 -0.317  C3 1.621

Its largest force on an atom is 2.31 eV Å⁻¹. The value obtained for the HOMO energy is -9.11 eV. As for the charge: 0. The total energy comes out at -1424.5438 Ha. Its SMILES is O=CC(=S)SCC=S. Its relative energy (zero: lowest compared OMol25 entry of this formula, charge and spin) is 158.4 kJ/mol.

=====

(2)
Computed, not measured: a single C4H4S molecule in a non-equilibrium geometry, with ωB97M-V/def2-TZVPD.

Each atom is followed by the atoms it is bonded to, with distances in Å.
Geometry (Å):
1 C 0.598 -0.002 0.168  C2 1.509, H5 1.066, S9 1.608
2 C -0.382 -1.149 0.182  C1 1.509, C3 1.547, H6 1.086, H7 1.070
3 C -1.606 -0.404 0.766  C2 1.547, C4 1.205
4 C -2.321 0.482 1.159  C3 1.205, H8 1.081
5 H 0.643 0.647 1.013  C1 1.066
6 H -0.459 -1.566 -0.817  C2 1.086
7 H -0.066 -1.927 0.846  C2 1.070
8 H -3.052 1.244 1.389  C4 1.081
9 S 1.575 0.503 -1.005  C1 1.608

Its largest force on an atom is 2.46 eV Å⁻¹. The value obtained for the HOMO energy is -8.84 eV. As for the charge: 0. The total energy comes out at -552.8900 Ha. Its SMILES is C#CCC=S. Its relative energy (zero: lowest compared OMol25 entry of this formula, charge and spin) is 268.0 kJ/mol.

=====

(3)
Computed, not measured: a single C4H4S molecule in a non-equilibrium geometry, with ωB97M-V/def2-TZVPD.

Each atom is followed by the atoms it is bonded to, with distances in Å.
Geometry (Å):
1 C 0.429 1.805 -0.454  C2 1.578, H5 1.260, H6 1.245, H7 1.230
2 C -0.103 0.435 0.119  C1 1.578, C3 1.257
3 C -0.201 -0.813 0.243  C2 1.257, C4 1.436
4 C -0.624 -2.152 0.544  C3 1.436, H8 1.092, S9 1.674
5 H -0.673 2.379 -0.660  C1 1.260
6 H 1.110 1.346 -1.390  C1 1.245
7 H 1.151 2.404 0.341  C1 1.230
8 H -1.650 -2.086 0.912  C4 1.092
9 S 0.561 -3.318 0.345  C4 1.674

Its largest force on an atom is 3.89 eV Å⁻¹. The value obtained for the HOMO energy is -8.85 eV. As for the charge: 0. The total energy comes out at -552.8436 Ha. Its SMILES is CC#CC=S. Its relative energy (zero: lowest compared OMol25 entry of this formula, charge and spin) is 389.6 kJ/mol.